Density functional theory data (ωB97M-V/def2-TZVPD) for a single C17H14ClF2NO4S molecule.

Structure (ORCA input):
```
! RIJCOSX wB97M-V def2-TZVPD def2/J DEFGRID3
* xyz 0 1
S -6.85807 0.05735 -0.27976
C 2.82477 2.07284 0.66413
H 1.81046 2.43945 0.71984
C -4.14965 -0.45193 0.08624
C 3.88476 2.95043 0.76309
C -1.86277 -1.17373 0.46964
C 3.02947 0.70261 0.49437
C 0.35514 -1.96038 0.43380
O 4.65495 -1.11374 0.19554
F 3.34935 -1.45325 -1.61646
C -2.46727 1.21918 -0.27605
H -6.50135 -1.75678 1.26846
N 1.89840 -0.11295 0.38782
H 6.01964 3.15593 0.77375
C 5.40790 1.12776 0.50246
C -4.78598 1.74671 -0.62051
H -5.55616 2.45125 -0.89270
C -2.80236 -0.08620 0.07826
C -6.91905 -1.67047 0.27004
C -3.46293 2.12647 -0.62154
C 4.57552 -1.59454 -1.03726
H -0.01707 -2.57668 1.25885
H 0.49328 -2.60516 -0.44262
H 6.40904 0.73433 0.42082
C -5.14454 0.44563 -0.26036
H -6.39210 -2.30444 -0.43662
H 4.82996 -2.66440 -1.02925
H 1.06585 0.35495 0.04712
C 5.18493 2.47773 0.69381
O -2.23091 -2.17589 1.02978
Cl -0.85098 1.80277 -0.27913
H -3.18867 3.13486 -0.89019
H 3.69521 4.00441 0.89649
H -4.36963 -1.46643 0.37692
C 4.34508 0.24330 0.39226
C 1.72755 -1.39016 0.80802
O -0.59255 -0.94756 0.11546
F 5.41503 -0.95712 -1.90559
H -7.97239 -1.93305 0.28634
O 2.53161 -2.06619 1.40024
*
```

Properties
DFT total energy	-56329.7373	eV
E_HOMO	-8.55	eV
molecular weight	401.8	g/mol
LUMO level	0.0	eV
SMILES string	CSc1ccc(Cl)c(C(=O)OCC(=O)Nc2ccccc2OC(F)F)c1

=====

Density functional theory data (ωB97M-V/def2-TZVPD) for a single C17H14FNO5 molecule.

Structure (ORCA input):
```
! RIJCOSX wB97M-V def2-TZVPD def2/J DEFGRID3
* xyz 0 1
C -4.06309 0.70792 1.77806
N -1.07156 -0.33058 0.23512
H -4.97337 -3.01391 1.72796
O 3.09102 2.05168 1.68316
C 2.20717 -1.39643 -3.23766
C -5.37688 0.32891 1.99067
H -6.12207 1.08774 2.16918
H 3.51493 3.22807 3.26104
H 3.79319 0.12167 -1.71952
O -1.06913 0.92617 2.14905
C -3.41241 -1.57242 1.51384
C 3.52880 1.48168 0.55576
C 2.79826 0.03644 -1.31053
O 1.18573 -2.09020 -3.76888
O 3.29763 -1.34209 -3.74562
C 1.47090 -2.76491 -4.98545
C 1.19351 0.57696 0.41254
H -2.64649 -2.31683 1.34971
H 0.55268 -3.26796 -5.27762
C 2.47289 0.68063 -0.12313
C -3.06129 -0.22561 1.53174
F -3.76672 2.01625 1.76955
C 4.03682 2.83785 2.39129
H 2.27578 -3.48789 -4.83823
H 0.94932 1.08147 1.33238
O 4.65414 1.60699 0.14164
H 4.40012 3.65302 1.76195
C 0.55431 -0.82457 -1.43959
C -5.70096 -1.01576 1.97422
H -0.18693 -1.41217 -1.96069
C -1.63472 0.20757 1.36206
C 1.83445 -0.71804 -1.96972
H 4.88812 2.22507 2.69544
H -6.72089 -1.32226 2.14756
C -4.71986 -1.96509 1.73677
H 1.77888 -2.05071 -5.75172
C 0.22918 -0.17958 -0.24813
H -1.67542 -0.89453 -0.34811
*
```

Properties
DFT total energy	-32302.3442	eV
E_HOMO	-8.96	eV
molecular weight	331.3	g/mol
LUMO level	0.2	eV
SMILES string	COC(=O)c1cc(NC(=O)c2ccccc2F)cc(C(=O)OC)c1
energy above the lowest of the compared OMol25 structures with the same formula, charge and spin	0.0	kcal/mol

=====

Density functional theory data (ωB97M-V/def2-TZVPD) for a single C17H14N2OS molecule.

Structure (ORCA input):
```
! RIJCOSX wB97M-V def2-TZVPD def2/J DEFGRID3
* xyz 0 1
C -1.78268 0.55154 0.37093
C -0.04943 -1.28797 4.49065
H 0.92949 1.07838 0.15467
H -0.90110 0.65943 4.32723
C -2.44006 1.67460 -0.35168
C 2.22363 -0.51223 -4.60094
H -0.67127 -2.61367 -0.11755
H -1.79569 1.59423 2.22176
C -0.64163 -0.25697 3.81711
O -3.37575 2.30273 0.10691
N -0.95245 1.42877 -2.32537
C 3.11231 -0.24059 -3.60657
C 0.23896 1.34984 -1.85920
H -1.72641 -0.76481 -1.33935
C 0.28347 -2.47563 3.81960
S 0.64640 0.06104 -4.24664
H 2.40684 -1.01846 -5.52794
H 0.26837 -3.52838 1.96646
C -1.48162 -0.65668 -0.29280
H 0.16726 -1.19769 5.54494
H 1.66719 2.42743 -0.71573
C 0.73750 1.88679 -0.54936
H 0.00769 2.56525 -0.11279
H -2.61709 2.50724 -2.18426
H 4.15007 -0.52043 -3.63913
H 3.06449 0.73673 -1.64839
C -0.90112 -1.68704 0.38879
H 0.75133 -3.27987 4.36835
N -1.98885 1.95489 -1.61073
C 0.01647 -2.61488 2.48624
C -0.59551 -1.57121 1.76196
C -0.92851 -0.36832 2.44002
C -1.53273 0.67664 1.71552
C 1.18760 0.69388 -2.72280
C 2.52282 0.44542 -2.52992
*
```

Properties
DFT total energy	-33718.8053	eV
E_HOMO	-8.35	eV
molecular weight	294.4	g/mol
LUMO level	0.1	eV
SMILES string	C/C(=N\NC(=O)c1ccc2ccccc2c1)c1cccs1
energy above the lowest of the compared OMol25 structures with the same formula, charge and spin	0.5	kcal/mol

=====

Density functional theory data (ωB97M-V/def2-TZVPD) for a molecular structure, C17H14N6O2S.

Structure (ORCA input):
```
! RIJCOSX wB97M-V def2-TZVPD def2/J DEFGRID3
* xyz 0 1
O 6.79586 0.08228 0.82340
H -6.27784 -1.68930 0.94378
C -1.11411 2.41063 -1.80589
C -0.62748 2.51077 -0.29018
C 2.94271 -0.39473 -0.51773
C -4.04436 -1.20775 0.76968
C 4.75437 0.72444 0.15684
H 5.19121 1.84532 0.42987
H 5.65137 -2.32059 0.38373
C 3.66642 -1.58601 -0.14314
N -0.29327 -1.41296 -1.62203
H 3.29115 -2.73982 -0.52926
N 0.90276 -1.78405 -1.34506
H -5.21057 -2.81021 -0.09732
C -0.17890 -0.06385 -1.92190
C 1.49784 -0.58001 -0.93499
C -1.94900 -0.74129 1.28601
H -0.96808 -0.90607 1.49936
N -0.98787 1.47953 0.69435
H -0.41103 2.85325 -2.18110
H -1.97664 2.86617 -1.66295
N 0.41198 3.01565 0.01642
C -3.30743 0.98131 0.26991
C -4.23756 0.18855 0.28596
S -1.63447 0.75344 -2.33050
C -2.08255 0.45070 0.59345
N 0.73223 2.33128 1.25089
C -3.02734 -1.68391 1.40749
H 7.19092 -0.90342 0.88460
H 2.77752 1.60334 -0.39677
H -2.79031 -2.53726 1.48393
H -5.34496 0.40350 -0.21294
C -5.25806 -2.19925 0.83448
N -0.15456 1.77475 1.76150
C 5.00874 -1.31807 -0.07500
O 0.84272 0.33768 -1.46661
H -3.49071 2.22335 -0.01597
H -5.40540 -2.69120 1.73828
C 5.61304 -0.19362 0.39571
C 3.50167 0.92742 -0.36030
*
```

Properties
DFT total energy	-41710.4553	eV
E_HOMO	-7.96	eV
molecular weight	366.4	g/mol
LUMO level	0.2	eV
energy above the lowest of the compared OMol25 structures with the same formula, charge and spin	365.2	kcal/mol

=====

Density functional theory data (ωB97M-V/def2-TZVPD) for 2 unconnected molecules or ions with the total composition C17H14NO7S2.

Structure (ORCA input):
```
! RIJCOSX wB97M-V def2-TZVPD def2/J DEFGRID3
* xyz -1 1
S -0.99835 0.02935 2.05666
C -4.81859 -0.40617 -0.45799
O -0.58760 -1.99808 -0.34115
C 0.33944 0.17581 0.87327
O 3.90668 1.84961 1.98056
H 1.18321 1.79470 1.88330
H 1.81830 1.60525 -4.29503
H -5.71691 -0.52211 -1.06973
C -0.29857 1.12497 -4.29958
C -4.38656 -1.45554 0.35727
C -2.97463 0.95871 0.32928
H -1.81640 -0.90591 -2.01581
C -1.33009 0.43820 -3.64927
H 5.92082 -0.09306 1.61734
S 0.51272 -1.06085 -0.38790
C 3.98157 0.65031 2.28511
C 0.21481 -0.20255 -1.92909
H 2.26921 0.36837 -2.15632
H -2.34878 0.44126 -4.03485
O -0.84936 -1.21181 2.77359
N 2.98766 -0.25701 2.43658
H 5.91084 0.46264 3.32662
C -3.23136 -1.31885 1.13016
H -4.94390 -2.39108 0.40410
C -1.05873 -0.28331 -2.48954
H 2.06628 1.22394 0.32559
O -1.04535 1.30130 2.73005
H -4.44658 1.62386 -1.10002
O 1.88588 -1.48021 -0.38905
C 1.26800 0.43510 -2.58196
O 4.94141 -1.35751 2.98120
H -2.88260 -2.12239 1.77616
C 3.52046 -1.41690 2.96175
C 1.26700 1.12309 1.04141
C 1.00082 1.10538 -3.77764
O 2.98603 -2.41718 3.39137
H -0.50992 1.67229 -5.21983
H -2.44197 1.90781 0.38085
C -4.10778 0.79837 -0.47296
C 5.32678 -0.06265 2.55085
C -2.51391 -0.12714 1.07465
*
```

Properties
DFT total energy	-55349.4581	eV
E_HOMO	-5.35	eV
molecular weight	408.4	g/mol
LUMO level	2.4	eV

=====

Density functional theory data (ωB97M-V/def2-TZVPD) for a single C17H14O6 molecule.

Structure (ORCA input):
```
! RIJCOSX wB97M-V def2-TZVPD def2/J DEFGRID3
* xyz 0 1
C 0.95680 0.71640 -1.80329
C -3.61909 -0.39266 0.67262
C -5.94494 -0.89193 -0.68091
C 6.53446 -2.12326 -0.69738
C 3.56953 -0.24229 0.27203
O 2.83580 -0.00157 -0.88197
O -6.28580 -2.75866 0.52715
H 0.28433 2.44995 1.06527
H 6.70304 -2.43351 -1.84655
C -1.60780 0.68992 0.94197
O -4.38054 -1.50631 0.96001
H -5.50873 0.80953 -1.86911
O 5.27667 -1.59721 -0.90337
O -0.49211 0.79826 1.93157
H 3.17459 0.35647 2.26892
H -6.94176 -1.18253 -1.26047
H -3.30177 2.31989 -1.48198
C -3.08229 1.62257 -0.91699
C 1.76379 0.84111 0.79810
C -2.54661 -0.26261 1.47571
H -2.13288 -0.85402 2.13703
H -0.01916 0.51541 -1.53338
C -5.59285 -1.67154 0.25204
C 1.75888 0.78848 -0.51659
H 1.11239 2.02585 2.45129
C -5.27321 0.15123 -0.97712
H 1.39006 0.50757 -2.72558
H 6.58847 -2.92130 -0.17671
C -1.82145 1.62635 0.01255
C 4.81217 -1.06287 0.50470
H 0.71661 1.94092 -1.65995
H 7.44720 -1.49581 -0.42424
C 0.66931 1.44993 1.58670
C -4.02105 0.45090 -0.22826
O 5.41083 -1.26607 1.63460
C 2.82180 0.35113 1.31119
H -1.25469 2.25228 -0.21959
*
```

Properties
DFT total energy	-30128.4743	eV
E_HOMO	-8.96	eV
molecular weight	314.3	g/mol
LUMO level	-1.1	eV
SMILES string	COC(=O)c1cc(COc2ccc3ccc(=O)oc3c2)c(C)o1
energy above the lowest of the compared OMol25 structures with the same formula, charge and spin	292.2	kcal/mol